Record 1
An isolated ion of composition C6H15BNO and charge +1, computed with ωB97M-V/def2-TZVPD.

As for the lowest unoccupied orbital energy: -2.770 eV. The calculation puts the relative energy (zero: lowest compared OMol25 entry of this formula, charge and spin) at 198.4 kJ/mol. For the total energy, the calculation gives -392.208766 hartree.

The geometry in ORCA input format:
```
! RIJCOSX wB97M-V def2-TZVPD def2/J DEFGRID3
* xyz 1 1
B 0.24452 -0.33844 -1.68040
C 0.70603 1.15715 -1.69965
C -0.41956 -0.87711 0.41802
C 0.30730 2.01955 -0.49274
C 0.52739 1.35739 0.86540
C -0.56652 0.08634 2.64448
C -0.00215 -2.63469 -2.60308
N -0.53430 0.36987 1.19668
O 0.26873 -1.25714 -2.55010
H 1.79455 1.15899 -1.78773
H 0.33983 1.64883 -2.60096
H -1.37086 -1.38955 0.36373
H 0.35803 -1.50976 0.82174
H 0.89351 2.93811 -0.51857
H -0.74095 2.31367 -0.57942
H 1.48688 0.84205 0.89258
H 0.51507 2.12428 1.64385
H -1.35424 -0.63260 2.86532
H 0.38902 -0.33710 2.94581
H -0.74434 0.99658 3.21576
H -0.65756 -2.82660 -3.45193
H -0.47209 -2.97567 -1.68063
H 0.94173 -3.16075 -2.75200
H -1.42621 0.80062 0.92647
*
```



Record 2
A 2-piece molecular cluster, C6H15BO6 overall, computed with ωB97M-V/def2-TZVPD.

As for the lowest unoccupied orbital energy: 0.501 eV. As for the SMILES: CCCCOC(=O)OB(O)OC.O. For the total energy, the calculation gives -713.868435 hartree.

The geometry in ORCA input format:
```
! RIJCOSX wB97M-V def2-TZVPD def2/J DEFGRID3
* xyz 0 1
C 1.23547 -0.45606 1.37781
C 1.34405 -1.02409 -0.15652
C 0.43186 -0.22418 -1.26007
C 0.69808 1.40518 -1.31194
O -0.48685 2.15523 -0.86952
C -0.51100 2.36534 0.58586
O 0.53846 3.02889 1.14679
O -1.59042 1.98272 1.51215
B -2.40577 0.86647 0.99608
O -2.44087 -0.36945 1.85572
O -3.19986 0.92890 -0.25403
C -3.69977 -0.39419 -0.65862
H 0.16580 -0.50331 1.85056
H 1.64080 0.64029 1.50930
H 1.92373 -1.14919 2.06245
H 0.98621 -2.15561 -0.16322
H 2.46282 -0.94996 -0.49117
H -0.73444 -0.42255 -1.16238
H 0.73452 -0.65224 -2.32751
H 0.85042 1.67887 -2.46395
H 1.70612 1.72399 -0.78639
H -2.04581 -0.10987 2.76182
H -4.32808 -0.95864 0.15159
H -4.43119 -0.22175 -1.58599
H -2.85068 -1.10194 -1.05739
O 4.33471 -1.81388 -0.38945
H 4.42418 -2.77742 -0.43914
H 5.24752 -1.49157 -0.43285
*
```



Record 3
C6H15BaIP as an isolated structure, computed with ωB97M-V/def2-TZVPD.

As for the lowest unoccupied orbital energy: -5.163 eV. For the total energy, the calculation gives -901.610769 hartree.

The geometry in ORCA input format:
```
! RIJCOSX wB97M-V def2-TZVPD def2/J DEFGRID3
* xyz 1 1
C -0.14839 0.64423 2.80243
C -0.79927 -0.54950 2.80091
C -1.21344 -1.31529 1.57984
P -0.16367 -0.92049 0.03781
C 0.76688 -0.57686 -1.59798
C 1.49917 0.76334 -1.68382
C 0.53919 1.96938 -1.86403
I 2.88213 1.13074 -0.07628
H 0.83463 0.82062 3.22484
H -0.60055 1.49081 2.28716
H -1.07744 -0.97817 3.76402
H -2.30777 -1.25726 1.35436
H -1.03006 -2.37028 1.80017
H -0.31675 0.51303 0.23875
H -1.44071 -0.87113 -0.75941
H -0.15438 -2.36539 -0.28403
H 1.02790 -1.00952 0.82179
H 1.45373 -1.38774 -1.84235
H 0.03701 -0.55630 -2.45226
H 2.10583 0.73073 -2.58350
H -0.51445 1.68064 -1.79882
H 0.70411 2.65351 -1.03429
H 0.76433 2.54287 -2.76003
Ba -2.84803 -0.78198 -1.97528
*
```



Record 4
A 2-piece molecular cluster, C6H15Br2N2 overall, computed with ωB97M-V/def2-TZVPD.

As for the lowest unoccupied orbital energy: -2.886 eV. The calculation puts the relative energy (zero: lowest compared OMol25 entry of this formula, charge and spin) at 176.0 kJ/mol. For the total energy, the calculation gives -5494.767001 hartree.

The geometry in ORCA input format:
```
! RIJCOSX wB97M-V def2-TZVPD def2/J DEFGRID3
* xyz 1 1
C 0.76835 -1.95346 1.42379
C -0.07166 -3.01855 -0.64756
C 1.01017 1.80733 0.76469
C 0.33338 2.84053 -1.25585
C -1.29986 -1.22443 0.48579
C -0.87292 0.85294 -0.50539
N -0.29781 -2.02364 0.40100
N 0.44595 1.51042 -0.56517
Br -2.92465 -1.50425 -0.48209
Br -2.31151 2.05136 0.19493
H 1.61178 -1.40494 1.06296
H 0.35381 -1.42020 2.32179
H 1.00492 -2.99453 1.52162
H 0.48275 -2.33514 -1.47737
H 0.68273 -3.76676 -0.30351
H -1.06984 -3.42995 -1.03011
H 1.62196 2.72088 0.67187
H 0.18887 1.92641 1.45410
H 1.55409 0.96575 0.99340
H 1.26943 3.35907 -1.37235
H -0.41452 2.70229 -2.07672
H -0.23374 3.44262 -0.45460
H -1.56507 -0.84248 1.44756
H -1.33398 0.78449 -1.47463
H 1.06737 0.95425 -1.09817
*
```